1.
This record from the OMol25 dataset describes 13 unconnected molecules or ions with the total composition C5H38N3O12 at a distorted geometry. The level of theory is the ωB97M-V functional and the def2-TZVPD basis.

Results
**Largest force on an atom**: 5.2 eV Å⁻¹
**ΔE to the lowest compared entry with this formula, charge and spin**: 507.35 kJ/mol
**Net charge**: +1
**HOMO-LUMO gap**: 9.39 eV
**Spin multiplicity**: 1
**LUMO level**: -2.5 eV

Element x y z (Å)
C1 -0.043393 1.910564 2.793135
C2 -0.031224 1.357377 1.394658
C3 -0.072346 -0.180680 1.515844
C4 -0.721228 -1.008603 0.406050
N1 -1.015003 -3.305243 -1.658841
C5 -0.207757 -3.254144 -0.569096
N2 -0.218727 -2.384077 0.405523
N3 1.193882 1.831573 0.762826
H1 0.771672 1.525492 3.474212
H2 -1.033991 1.775015 3.204329
H3 0.110180 3.042304 2.899184
H4 -0.920321 1.518318 0.757948
H5 0.954096 -0.594951 1.585296
H6 -0.567115 -0.435327 2.464871
H7 -0.573685 -0.365132 -0.431686
H8 -1.846205 -1.055221 0.642261
H9 -1.065380 -4.094156 -2.272513
H10 -1.491082 -2.419017 -1.934618
H11 0.355580 -4.252554 -0.444840
H12 1.546147 2.619978 1.113319
H13 2.064783 1.195357 0.822007
H14 0.958291 2.004017 -0.213721
H15 0.107704 4.251538 -2.284626
H16 0.710874 3.072279 -2.894212
O1 0.949413 3.812072 -2.201541
H17 -3.210221 -0.033168 -3.515173
H18 -3.214898 -0.685424 -2.044046
O2 -3.019750 -0.831641 -2.961312
H19 -2.219105 -2.436274 3.671875
H20 -1.162242 -2.052241 4.669559
O3 -1.892852 -1.634924 4.196777
H21 1.412325 4.821476 2.085815
H22 2.564298 4.761294 1.143445
O4 1.778059 4.193128 1.416779
H23 3.260799 4.022721 -0.733192
H24 4.514739 3.216066 -0.500905
O5 3.638683 3.436934 -0.078536
H25 3.902960 -2.216435 1.636496
H26 2.432079 -2.703415 1.046316
O6 3.336727 -2.481609 0.788399
H27 -4.381545 -2.688406 -1.967482
H28 -3.647930 -2.643382 -0.712380
O7 -4.190280 -2.093448 -1.216081
H29 -1.424418 -3.526352 1.588191
H30 -2.955171 -3.388259 1.296454
O8 -2.299910 -4.049687 1.692711
H31 -0.472583 -0.532398 -4.355297
H32 -1.145725 -1.270469 -3.233371
O9 -0.286238 -0.858765 -3.415823
H33 2.092847 0.179576 -1.295625
H34 0.568844 0.136441 -1.759121
O10 1.312283 0.800253 -1.593333
H35 -1.949259 0.917092 -2.010598
H36 -2.210373 2.266386 -1.887619
O11 -1.676614 1.615093 -1.481716
H37 3.478247 -1.070089 0.136288
H38 4.019281 0.364930 -0.124927
O12 3.131778 -0.101784 0.181663

Cartesian forces, eV/Å:
0.1 2.3 1.4
-0.4 -1.8 0.8
1.1 -1.3 1.1
-2.2 -0.5 1.1
-0.5 2.3 0.0
-0.7 -0.8 1.4
1.9 -0.5 -1.2
0.1 -4.6 -2.4
-1.0 -0.2 -0.9
0.0 -0.4 0.5
-0.2 -1.4 -0.7
0.5 1.2 0.4
-0.3 0.4 0.2
0.2 0.1 -0.2
-0.1 -0.4 -1.5
1.2 0.3 -0.6
0.3 -0.1 -0.1
0.4 -1.6 0.3
-0.7 1.7 0.1
1.0 4.4 2.1
-2.0 0.3 -0.5
0.8 -0.3 -0.5
-0.4 1.0 0.5
1.4 1.5 2.1
-0.9 -2.5 -2.3
0.1 -1.0 0.9
-0.9 0.1 0.7
0.6 1.1 -2.3
0.3 1.6 0.9
0.0 0.3 0.2
-0.4 -2.0 -1.2
-0.2 -1.0 -0.5
-1.1 -1.6 0.2
1.2 3.9 1.0
-0.5 0.2 -0.5
-1.2 0.3 0.8
2.1 -0.7 -0.8
-2.3 -1.2 -2.5
-0.1 0.2 0.3
2.4 0.1 2.4
-0.2 0.7 0.2
1.4 -1.4 1.7
-1.5 0.3 -1.2
-1.7 -1.2 0.1
1.2 -1.5 1.0
0.4 2.8 -0.9
0.8 -0.5 1.9
0.1 0.3 -0.1
-0.7 0.5 -2.1
-2.0 1.8 -0.5
1.5 1.4 -0.3
0.4 -3.1 -0.2
-0.2 -2.9 -1.4
-0.8 1.9 -0.2
1.0 1.1 1.5
-1.5 1.0 0.5
-2.8 -0.8 0.9
4.5 0.5 -1.6

---

2.
This record from the OMol25 dataset describes a single C3H2F2S molecule at a distorted geometry. The level of theory is the ωB97M-V functional and the def2-TZVPD basis.

Results
**Largest force on an atom**: 2.1 eV Å⁻¹
**ΔE to the lowest compared entry with this formula, charge and spin**: 42.93 kJ/mol
**Structure (SMILES)**: F/C=C(\F)C=S
**HOMO-LUMO gap**: 8.03 eV
**Spin multiplicity**: 1
**LUMO level**: -1.3 eV

Element x y z (Å)
C1 0.743689 0.939488 0.362280
C2 0.102938 -0.269695 0.290256
C3 -0.834162 -0.759326 -0.701721
H1 0.603028 1.854553 -0.190625
H2 -1.241659 -1.665085 -0.362398
F1 1.516403 1.138358 1.415986
F2 0.330587 -1.153902 1.311561
S1 -1.220824 -0.084392 -2.125340

Cartesian forces, eV/Å:
-1.2 -1.6 0.6
0.8 1.3 0.2
0.8 1.5 -0.4
-0.2 -0.4 -0.6
-0.8 -1.4 0.2
0.5 0.1 0.3
0.0 0.6 -0.7
0.1 -0.1 0.5

---

3.
This record from the OMol25 dataset describes 2 unconnected molecules or ions with the total composition C11H15N7O5 at a distorted geometry. The level of theory is the ωB97M-V functional and the def2-TZVPD basis.

Results
**Largest force on an atom**: 3.8 eV Å⁻¹
**ΔE to the lowest compared entry with this formula, charge and spin**: 180.94 kJ/mol
**Structure (SMILES)**: O=[N+]([O-])c1cc([N+](=O)[O-])c2nonc2c1.CN(C)C(=N)N(C)C
**HOMO-LUMO gap**: 5.65 eV
**Spin multiplicity**: 1
**LUMO level**: -2.6 eV

Element x y z (Å)
O1 -3.448733 -3.147471 -2.859413
N1 -2.224713 -2.888920 -2.839103
O2 -1.347052 -3.780064 -2.779970
C1 -1.751177 -1.522522 -2.858253
C2 -0.382385 -1.273820 -2.892460
C3 0.111835 0.040699 -2.739779
N2 1.517502 0.311815 -2.881069
O3 2.305314 -0.650649 -3.047357
O4 1.910041 1.499443 -2.863075
C4 -0.742501 1.131389 -2.509947
C5 -2.126099 0.905304 -2.542923
N3 -3.159290 1.791523 -2.439122
O5 -4.297635 0.979949 -2.543001
N4 -4.003039 -0.362198 -2.690350
C6 -2.650698 -0.402587 -2.682250
H1 0.298971 -2.082762 -3.088552
H2 -0.362665 2.134983 -2.364409
C7 -0.645635 -1.112278 2.224331
N5 0.600293 -0.711929 1.623290
C8 1.158659 -1.632224 0.674325
C9 1.391358 0.420211 1.751853
N6 2.234074 0.513764 0.739588
N7 1.319927 1.329295 2.780661
C10 0.258258 1.493968 3.756394
C11 2.320244 2.379111 2.928769
H3 -1.134955 -0.285609 2.728608
H4 -1.315080 -1.467339 1.419849
H5 -0.495715 -1.957166 2.906006
H6 2.073027 -1.094314 0.338212
H7 1.390314 -2.606250 1.126510
H8 0.495250 -1.786528 -0.186458
H9 2.980606 1.213567 0.772770
H10 -0.366501 0.614497 3.866165
H11 0.722255 1.699781 4.728086
H12 -0.344485 2.371208 3.494099
H13 3.205385 2.152964 2.332391
H14 1.894423 3.347996 2.629671
H15 2.610619 2.433163 3.985913

Cartesian forces, eV/Å:
2.6 1.3 0.0
-0.7 -3.1 -0.1
-1.5 1.7 -0.2
0.9 1.2 0.6
-1.5 -0.5 -0.3
-2.2 1.9 0.3
3.8 0.5 -0.3
-2.1 1.7 0.4
-1.2 -2.3 0.1
1.7 -0.7 -0.4
-2.2 0.6 0.4
0.0 -2.5 -0.3
2.4 -0.2 0.1
1.5 1.4 0.2
-1.7 -0.8 -0.4
0.1 -0.2 0.2
0.2 -0.2 -0.1
-0.2 0.0 -0.3
0.2 0.5 0.5
0.3 -0.9 -0.6
0.9 0.6 -1.7
0.6 1.8 1.0
0.0 -0.4 0.4
0.2 0.0 0.1
-0.2 -0.2 -0.3
-0.2 -0.3 -0.2
0.1 0.1 0.3
-0.1 0.1 0.1
-0.6 -1.3 -0.2
-0.2 0.1 0.0
-0.1 -0.1 0.1
-0.8 -0.1 0.3
0.2 0.3 0.1
-0.2 -0.1 -0.1
-0.2 -0.1 0.1
-0.2 0.2 0.2
0.2 -0.1 0.0
0.0 0.0 -0.2

---

4.
This record from the OMol25 dataset describes a single C5H9NO molecule. The level of theory is the ωB97M-V functional and the def2-TZVPD basis.

Results
**Largest force on an atom**: 0.3 eV Å⁻¹
**ΔE to the lowest compared entry with this formula, charge and spin**: 545.49 kJ/mol
**HOMO-LUMO gap**: 8.62 eV
**Spin multiplicity**: 1
**LUMO level**: 0.9 eV

Element x y z (Å)
O1 2.040839 -1.256420 -1.438259
C1 1.215937 -0.231396 -1.197281
C2 -0.260077 -0.552497 -1.032277
C3 -0.493906 0.174087 0.273775
C4 -1.314568 1.394749 0.419322
N1 -1.767973 0.112439 0.968470
C5 0.868118 0.036251 0.884061
H1 1.587331 -2.108817 -1.307660
H2 1.583004 0.482264 -0.294335
H3 -0.421843 -1.633308 -0.853324
H4 -0.878924 -0.251680 -1.885394
H5 -1.899463 1.761618 -0.421742
H6 -0.969569 2.167764 1.105436
H7 -1.616092 0.082254 1.973835
H8 1.204042 0.798007 1.593031
H9 1.123142 -0.975314 1.212341

Cartesian forces, eV/Å:
-0.1 -0.2 0.0
-0.1 0.0 0.1
-0.1 0.0 -0.1
0.2 0.0 -0.1
0.0 0.3 -0.1
0.0 -0.1 0.2
-0.1 -0.1 0.2
0.1 0.1 0.0
0.0 0.1 -0.1
0.1 0.1 -0.1
0.1 -0.1 0.1
0.1 -0.1 0.1
0.0 -0.2 -0.1
0.0 0.0 -0.1
0.0 -0.1 -0.1
-0.1 0.1 -0.1